(1)
79
Properties=species:S:1:pos:R:3:lowdin_spin:R:1 method="wB97M-V/def2-TZVPD" charge=+1 s_squared=0.76 homo_ha="-0.3535 / -0.3522" spin_multiplicity=2
Pt 1.191 -0.631 -0.013 0.07
C -0.225 0.711 0.864 -0.01
Si -1.836 0.812 -0.079 0.00
C -2.600 -1.066 -0.111 0.00
N -1.666 -1.992 -0.538 0.01
C -1.270 -2.047 -1.916 0.00
C -1.307 -3.493 -2.431 0.00
C -2.462 -4.222 -1.747 0.00
C -2.202 -4.341 -0.242 0.00
C -1.342 -3.149 0.236 0.00
C -1.755 1.305 -1.905 0.00
C -0.655 1.999 -2.402 0.00
C -0.590 2.375 -3.732 0.00
C -1.634 2.074 -4.590 0.00
C -2.753 1.414 -4.107 0.00
C -2.809 1.035 -2.780 0.00
C -3.218 1.777 0.793 0.00
C -3.541 1.525 2.125 0.00
C -4.532 2.246 2.765 0.00
C -5.223 3.230 2.076 0.00
C -4.912 3.496 0.753 0.00
C -3.917 2.777 0.118 0.00
H -0.349 0.379 1.893 0.00
H 0.285 1.679 0.865 0.00
H -3.446 -0.968 -0.794 0.00
H -2.944 -1.295 0.893 0.00
H -0.239 -1.642 -2.012 0.00
H -1.929 -1.410 -2.510 0.00
H -0.371 -4.010 -2.224 0.00
H -1.447 -3.481 -3.510 0.00
H -2.586 -5.215 -2.177 0.00
H -3.386 -3.664 -1.927 0.00
H -1.671 -5.265 -0.011 0.00
H -3.148 -4.368 0.299 0.00
H -0.283 -3.386 0.092 0.00
H -1.502 -2.938 1.291 0.00
H 0.146 2.275 -1.732 0.00
H 0.272 2.910 -4.102 0.00
H -1.585 2.362 -5.627 0.00
H -3.578 1.193 -4.767 0.00
H -3.701 0.542 -2.416 0.00
H -3.008 0.755 2.667 0.00
H -4.762 2.043 3.800 0.00
H -5.999 3.790 2.573 0.00
H -5.442 4.269 0.216 0.00
H -3.677 2.993 -0.914 0.00
S 2.651 -3.589 -1.046 0.01
C 1.839 -2.500 -0.261 0.01
C 0.103 -2.024 3.824 0.00
O 0.520 -1.923 2.475 0.01
H 0.883 -1.691 4.513 0.00
H -0.170 -3.053 4.074 0.00
H -0.770 -1.385 3.945 0.00
H 1.233 -2.552 2.318 0.00
C 3.519 3.170 -0.419 0.00
C 3.493 2.566 0.976 0.00
As 3.244 0.604 1.013 0.01
C 3.097 0.236 2.953 0.00
C 4.124 0.933 3.835 0.00
C 5.046 -0.106 0.619 0.00
C 5.296 -0.311 -0.869 0.00
H 3.534 4.258 -0.366 0.00
H 2.642 2.864 -0.984 0.00
H 4.402 2.844 -0.966 0.00
H 2.683 3.005 1.565 0.00
H 4.440 2.755 1.490 0.00
H 3.188 -0.851 3.057 0.00
H 2.085 0.509 3.267 0.00
H 5.140 0.687 3.528 0.00
H 4.001 0.613 4.869 0.00
H 4.000 2.015 3.805 0.00
H 5.143 -1.060 1.149 0.00
H 5.773 0.599 1.034 0.00
H 4.517 -0.939 -1.303 0.00
H 6.259 -0.794 -1.034 0.00
H 5.298 0.640 -1.399 0.00
O 2.057 -0.269 -3.813 0.25
N 2.098 0.658 -3.038 0.37
O 2.242 0.706 -1.815 0.27

***

(2)
23
Properties=species:S:1:pos:R:3:mulliken_charge:R:1 method="wB97M-V/def2-TZVPD" smiles=CCCC.CCS de_lowest_kcal_mol=2.94 homo_ha=-0.3322
C -0.322 1.793 -0.802 -1.34
C -0.635 0.324 -1.064 0.09
C -2.126 -0.003 -1.024 -0.37
C -2.414 -1.456 -1.376 -1.24
H -0.842 2.414 -1.540 0.41
H 0.740 2.015 -0.913 0.31
H -0.653 2.135 0.179 0.30
H -0.052 -0.302 -0.396 -0.08
H -0.284 0.078 -2.074 0.30
H -2.512 0.208 -0.019 0.31
H -2.646 0.660 -1.722 0.30
H -3.470 -1.710 -1.268 0.36
H -1.874 -2.117 -0.693 0.29
H -2.137 -1.673 -2.409 0.32
C 1.435 0.151 2.311 -0.76
C 2.767 -0.331 1.753 -0.49
S 2.827 -0.313 -0.105 -0.22
H 0.628 -0.307 1.746 0.14
H 1.335 1.234 2.251 0.24
H 1.322 -0.143 3.356 0.37
H 3.614 0.271 2.077 0.32
H 2.938 -1.369 2.022 0.30
H 2.362 -1.561 -0.291 0.13

***

| no. | calculated total energy (Eh) |
| --- | --- |
| 1 | -4432.14132 |
| 2 | -636.37707 |